Molecular formula: C46H33N6O4PW
Method: DFT, the ωB97M-V functional and the def2-TZVPD basis

```
! RIJCOSX wB97M-V def2-TZVPD def2/J DEFGRID3
* xyz 2 1
W 0.013 0.131 0.398
O 2.947 3.166 0.127
C 2.299 2.171 0.288
N 0.952 1.977 0.016
C 0.178 3.052 -0.381
O 0.365 4.229 -0.247
C -1.024 2.533 -1.131
C -1.856 3.378 -1.831
C -2.862 2.830 -2.609
C -2.963 1.448 -2.687
C -2.094 0.671 -1.950
N -1.159 1.200 -1.152
C 2.961 0.872 0.668
C 4.308 0.834 0.963
C 4.906 -0.393 1.174
C 4.137 -1.544 1.037
C 2.796 -1.418 0.751
N 2.198 -0.229 0.605
H -1.672 4.443 -1.764
H -3.540 3.464 -3.166
H -3.703 0.972 -3.315
H -2.128 -0.409 -2.002
H 4.846 1.772 1.008
H 5.959 -0.462 1.416
H 4.569 -2.528 1.154
H 2.166 -2.281 0.614
C 2.331 -0.534 -3.287
C 2.275 -1.904 -3.454
C 1.413 -2.641 -2.654
C 0.668 -1.993 -1.694
N 0.767 -0.674 -1.491
C 1.561 0.042 -2.293
C -0.422 -2.634 -0.920
C -0.771 -3.959 -1.039
C -1.964 -4.395 -0.479
C -2.794 -3.469 0.118
C -2.365 -2.157 0.231
N -1.148 -1.763 -0.207
C -2.596 -0.410 2.056
C -3.813 -0.429 2.985
C -3.263 1.757 4.145
C -2.748 2.472 3.140
C -2.025 1.979 1.978
N -1.910 0.798 1.510
H 2.963 0.087 -3.907
H 2.873 -2.390 -4.214
H 1.308 -3.708 -2.792
H 1.590 1.105 -2.106
H -0.140 -4.642 -1.591
H -2.259 -5.434 -0.550
H -3.774 -3.743 0.487
H -3.824 -1.474 3.311
H -3.700 2.311 4.968
H -2.782 3.551 3.217
H -1.443 2.739 1.465
O 2.082 2.170 3.103
C 1.495 1.120 3.111
O 0.486 0.822 2.309
C 1.825 -0.015 4.024
C 2.740 0.186 5.045
C 3.056 -0.851 5.911
C 2.455 -2.089 5.746
C 1.546 -2.302 4.716
C 1.217 -1.266 3.846
P 0.017 -1.534 2.496
C -0.302 -3.335 2.537
C 0.692 -4.218 2.099
C 0.495 -5.590 2.138
C -0.703 -6.104 2.619
C -1.690 -5.242 3.076
C -1.489 -3.868 3.039
C -1.558 -0.878 3.068
C -3.168 -1.017 0.752
C -4.676 -0.945 0.925
C -5.018 -0.381 2.082
C -3.307 0.259 4.247
C -1.902 -0.369 4.256
H 3.186 1.167 5.148
H 3.764 -0.693 6.714
H 2.691 -2.903 6.421
H 1.097 -3.281 4.605
H 1.648 -3.842 1.762
H 1.281 -6.260 1.810
H -0.855 -7.175 2.662
H -2.614 -5.639 3.477
H -2.261 -3.209 3.416
H -2.986 -0.256 0.001
H -5.348 -1.156 0.102
H -6.022 -0.115 2.389
H -3.860 -0.034 5.137
H -1.268 -0.361 5.136
*
```

Its maximum force is 1.6 eV/A. As for the molar mass: 948.62 g mol⁻¹. As for the HOMO-LUMO gap: 0.2355 Eh. As for the HOMO energy: -12.79 eV. As for the energy above the lowest of the compared OMol25 structures with the same formula, charge and spin: 428.6 kJ/mol. The value obtained for the LUMO energy is -6.4 eV.

Molecular formula: C46H34Cl2N17O2Ti
Method: DFT, the ωB97M-V functional and the def2-TZVPD basis

```
! RIJCOSX wB97M-V def2-TZVPD def2/J DEFGRID3
* xyz -1 1
Ti -0.725 0.065 -0.688
C 1.644 -3.925 -5.366
C 1.340 -2.868 -6.228
C 0.603 -1.777 -5.788
C 0.189 -1.765 -4.468
C -0.579 -0.788 -3.684
N -1.079 0.267 -4.209
C -1.806 1.124 -3.433
C -2.673 2.090 -3.962
C -3.151 2.327 -5.268
C -4.127 3.269 -5.441
C -4.645 4.008 -4.338
C -4.198 3.791 -3.062
C -3.203 2.810 -2.862
C -2.648 2.252 -1.702
N -2.939 2.695 -0.447
C -2.732 1.962 0.581
N -2.303 0.626 0.604
C -2.340 0.222 1.936
N -2.066 -0.931 2.410
C -1.554 -1.889 1.588
N -0.989 -1.704 0.334
C -0.601 -2.959 -0.121
N -0.021 -3.276 -1.313
C -0.074 -2.473 -2.304
N -0.730 -1.240 -2.379
C 0.497 -2.809 -3.611
C 1.222 -3.907 -4.042
C -0.912 -3.923 0.842
C -0.834 -5.334 0.827
C -1.348 -6.018 1.895
C -1.943 -5.335 2.996
C -2.031 -3.971 3.026
C -1.513 -3.245 1.931
C -2.810 1.324 2.783
C -3.029 1.409 4.147
C -3.474 2.621 4.658
C -3.688 3.717 3.818
C -3.471 3.622 2.450
C -3.032 2.408 1.946
N -1.798 1.209 -2.057
H 2.211 -4.769 -5.741
H 1.681 -2.907 -7.256
H 0.364 -0.952 -6.449
H -2.758 1.762 -6.105
H -4.526 3.456 -6.431
H -5.414 4.750 -4.518
H -4.603 4.340 -2.221
H 1.439 -4.720 -3.360
H -0.394 -5.842 -0.022
H -1.322 -7.102 1.899
H -2.352 -5.916 3.815
H -2.499 -3.452 3.854
H -2.854 0.552 4.786
H -3.662 2.722 5.720
H -4.031 4.651 4.244
H -3.634 4.465 1.789
Cl 4.452 4.337 -3.336
C 3.441 3.072 -2.698
C 3.652 1.753 -3.121
C 2.878 0.737 -2.623
Cl 3.147 -0.875 -3.184
C 1.835 0.974 -1.692
O 1.108 0.020 -1.212
C 1.639 2.329 -1.316
C 0.625 2.603 -0.362
O -0.150 1.748 0.079
C 2.450 3.363 -1.810
H 4.422 1.527 -3.845
H 0.516 3.622 0.024
H 2.272 4.382 -1.489
C 0.748 2.226 3.155
N 1.093 0.967 2.497
C 2.518 0.995 2.155
N 3.368 1.205 3.338
C 2.959 2.457 3.977
N 1.546 2.458 4.369
C 1.328 1.324 5.277
N 1.691 0.042 4.671
C 0.878 -0.130 3.455
C 3.100 0.107 4.275
H -0.311 2.221 3.418
H 0.939 3.054 2.464
H 2.706 1.809 1.447
H 2.779 0.046 1.691
H 3.127 3.281 3.278
H 3.573 2.619 4.866
H 0.273 1.299 5.555
H 1.933 1.476 6.174
H -0.175 -0.158 3.735
H 1.145 -1.066 2.968
H 3.376 -0.834 3.797
H 3.712 0.252 5.169
N 4.157 -3.554 -1.454
N 3.302 -3.296 -0.399
N 2.827 -4.249 0.363
C 2.163 -3.534 1.264
N 2.259 -2.215 1.042
N 3.003 -2.084 -0.036
H 3.803 -4.343 -1.980
H 4.210 -2.719 -2.028
H 1.605 -3.967 2.076
*
```

Its maximum force is 3.4 eV/A. As for the molar mass: 975.67 g mol⁻¹. As for the HOMO-LUMO gap (spin up / spin down): 0.1326 / 0.1267 Eh. As for the HOMO energy (spin up / spin down): -2.92 / -2.89 eV. As for the energy above the lowest of the compared OMol25 structures with the same formula, charge and spin: 41.0 kJ/mol. The value obtained for the LUMO energy (spin up / spin down) is 0.7 / 0.6 eV.

Molecular formula: C46H34ClIO3P2RhS
Method: DFT, the ωB97M-V functional and the def2-TZVPD basis

```
! RIJCOSX wB97M-V def2-TZVPD def2/J DEFGRID3
* xyz 1 5
Rh 0.592 -0.281 0.027
Cl -2.079 -0.767 -1.873
C -2.876 -2.174 -1.305
C -4.051 -2.617 -1.891
C -4.626 -3.795 -1.441
C -4.041 -4.514 -0.410
C -2.888 -4.050 0.195
C -2.285 -2.876 -0.255
P -0.677 -2.313 0.394
C 0.512 -3.160 -0.682
C 0.121 -3.872 -1.787
C 1.037 -4.349 -2.727
C 2.396 -4.026 -2.591
C 2.851 -3.333 -1.515
C 1.974 -2.967 -0.361
C -0.657 -3.180 1.990
C -1.379 -2.627 3.044
C -1.401 -3.268 4.271
C -0.722 -4.466 4.441
C -0.036 -5.036 3.379
C 0.004 -4.395 2.155
H -4.487 -2.053 -2.701
H -5.535 -4.153 -1.899
H -4.467 -5.451 -0.085
H -2.443 -4.616 0.999
H -0.933 -4.056 -1.944
H 0.688 -4.908 -3.579
H 3.083 -4.328 -3.368
H 3.896 -3.084 -1.421
H 2.204 -3.717 0.421
H -1.907 -1.697 2.897
H -1.950 -2.834 5.094
H -0.728 -4.959 5.402
H 0.466 -5.984 3.500
H 0.516 -4.850 1.318
I 1.500 -0.352 -2.539
C 3.424 -0.378 -1.592
C 4.484 0.216 -2.229
C 5.689 0.384 -1.538
C 5.765 0.025 -0.219
C 4.673 -0.569 0.450
C 4.707 -0.817 1.839
C 3.586 -1.284 2.486
C 2.498 -1.747 1.760
C 2.416 -1.640 0.348
C 3.485 -0.859 -0.275
H 4.379 0.560 -3.246
H 6.529 0.836 -2.045
H 6.664 0.218 0.346
H 5.615 -0.616 2.384
H 3.585 -1.395 3.559
H 1.741 -2.329 2.270
O -1.273 1.171 0.040
S -1.639 0.920 1.454
O -2.975 0.454 1.661
O -0.596 0.058 2.071
C -1.324 2.488 2.220
C -2.196 3.205 3.009
C -1.747 4.377 3.598
C -0.449 4.810 3.374
C 0.406 4.101 2.550
C -0.031 2.913 1.973
P 1.108 1.944 0.911
C 2.558 1.940 2.004
C 2.326 1.682 3.355
C 3.371 1.713 4.258
C 4.659 1.974 3.817
C 4.901 2.171 2.467
C 3.861 2.132 1.555
C 1.415 3.207 -0.376
C 0.572 3.210 -1.485
C 0.690 4.203 -2.440
C 1.653 5.189 -2.302
C 2.487 5.195 -1.196
C 2.370 4.211 -0.231
H -3.199 2.835 3.155
H -2.404 4.950 4.231
H -0.094 5.713 3.843
H 1.405 4.463 2.363
H 1.319 1.462 3.682
H 3.181 1.535 5.306
H 5.474 2.004 4.524
H 5.905 2.361 2.120
H 4.063 2.260 0.501
H -0.190 2.447 -1.573
H 0.026 4.207 -3.289
H 1.756 5.958 -3.049
H 3.230 5.968 -1.074
H 3.023 4.240 0.628
*
```

Its maximum force is 1.4 eV/A. As for the molar mass: 994.05 g mol⁻¹. As for the HOMO-LUMO gap (spin up / spin down): 0.2350 / 0.2441 Eh. As for the HOMO energy (spin up / spin down): -9.57 / -11.24 eV. As for the energy above the lowest of the compared OMol25 structures with the same formula, charge and spin: 77.1 kJ/mol. The value obtained for the LUMO energy (spin up / spin down) is -3.2 / -4.6 eV.